(one)
This record from the OMol25 dataset describes C4H8N4O as an isolated structure. The level of theory is wB97M-V/def2-TZVPD.

The HOMO energy comes out at -8.48 eV. The HOMO-LUMO gap is 0.274 Ha.

Last column: natural (NBO) charge in e.
Geometry (Å):
O (-0.0570, 2.4041, -0.2029)  -0.5310
N (3.6838, -0.6014, -0.6644)  -0.6967
N (-1.0119, 1.4799, -0.4018)  -0.1779
N (0.1683, -0.4836, 0.4999)  -0.4005
N (1.4926, 0.4251, 0.5163)  -0.5840
C (2.4155, -0.6683, 0.0224)  0.2486
C (-1.0590, 0.2749, -0.0333)  0.2259
C (-2.2672, -0.3350, -0.1951)  -0.2802
C (-2.2815, -1.7124, -0.3165)  -0.3468
H (-0.9766, 3.3182, -0.2729)  0.5183
H (-3.3351, -2.4192, -0.2485)  0.2269
H (1.9265, -1.6989, 0.0693)  0.2103
H (4.1264, 0.5159, -0.7183)  0.3232
H (-1.1950, -2.4070, -0.5476)  0.2360
H (1.5694, 1.5353, 0.4118)  0.4561
H (-3.3581, 0.2919, -0.0501)  0.2541
H (0.1589, 0.0806, 2.1317)  0.3178

***

(two)
This record from the OMol25 dataset describes one molecule with the formula C4H8N4O. The level of theory is wB97M-V/def2-TZVPD.

The HOMO energy comes out at -8.13 eV. The HOMO-LUMO gap is 0.323 Ha.

Last column: natural (NBO) charge in e.
Geometry (Å):
O (2.4181, -1.9757, -0.0234)  -0.5041
N (2.8860, 1.5551, 0.0594)  -0.3413
N (3.3059, 0.2554, -0.1799)  -0.4701
N (0.9525, 0.4432, 0.3494)  -0.4174
N (-0.4061, 0.2316, 0.0923)  -0.2969
C (1.6188, 1.5834, 0.2434)  0.2224
C (2.5459, -0.8186, -0.1537)  0.8274
C (-1.0565, -0.5711, 1.1999)  -0.4008
C (-0.6435, -0.1935, -1.2179)  -0.4296
H (-0.8301, -1.5951, 1.1370)  0.1836
H (1.2568, 2.5290, 0.4385)  0.1939
H (-2.1557, -0.3266, 1.1495)  0.2018
H (-1.7311, 0.0959, -1.4815)  0.2142
H (0.1687, 0.2282, -1.9713)  0.2129
H (-0.3483, -1.2924, -1.4475)  0.1716
H (4.2815, 0.0552, -0.5873)  0.4228
H (-0.5708, -0.2411, 2.0337)  0.2096

***

Result of the stability comparison: (two) is the most stable of them.

***

(one)
This record from the OMol25 dataset describes one molecule with the formula C7H7N. The level of theory is wB97M-V/def2-TZVPD.

Its SMILES is C1=Cc2cc[nH]c2C1. The HOMO energy comes out at -7.46 eV. The HOMO-LUMO gap is 0.303 Ha.

Last column: natural (NBO) charge in e.
Geometry (Å):
N (-0.2060, 1.8158, -0.0470)  -0.5157
C (0.4304, 0.5839, -0.1515)  0.0875
C (1.7509, -0.1916, 0.4106)  -0.4938
C (-0.6668, -0.3671, -0.2438)  -0.1320
C (-1.7799, 0.3544, -0.6628)  -0.3155
C (-1.3791, 1.6140, -0.4585)  -0.0166
C (1.1125, -1.6732, 0.3674)  -0.1742
C (-0.2541, -1.6882, 0.0499)  -0.2356
H (0.2339, 2.7724, 0.3168)  0.4384
H (-0.8026, -2.6538, 0.1195)  0.2293
H (-2.2723, 2.4550, -0.1435)  0.1894
H (2.1181, 0.0572, 1.4122)  0.2374
H (1.6892, -2.7006, 0.3433)  0.2139
H (2.8415, -0.4350, -0.0122)  0.2480
H (-2.8155, 0.0566, -1.3004)  0.2396

***

(two)
This record from the OMol25 dataset describes a 2-piece molecular cluster, C7H7N overall. The level of theory is wB97M-V/def2-TZVPD.

Its SMILES is c1ccncc1.C#C. The HOMO energy comes out at -9.38 eV. The HOMO-LUMO gap is 0.377 Ha.

Last column: natural (NBO) charge in e.
Geometry (Å):
N (0.8407, -0.9467, -0.0999)  -0.4615
C (0.6765, 0.9178, 1.2598)  -0.2533
C (0.7853, -0.2223, -1.1636)  0.0699
C (0.6775, -0.4289, 1.0630)  0.0507
C (0.5486, 1.7831, 0.1597)  -0.1709
C (-1.2906, -1.9356, 0.0514)  -0.2266
C (-2.3731, -1.3621, -0.1588)  -0.2833
C (0.6346, 1.2152, -1.1424)  -0.2570
H (-3.2657, -0.8942, -0.5673)  0.2396
H (-0.3499, -2.1780, 0.4327)  0.2424
H (0.8671, -0.8046, -2.1780)  0.1959
H (0.6613, 2.8632, 0.1858)  0.2202
H (0.3682, 1.9176, -1.9756)  0.2299
H (0.6076, -1.1313, 1.8856)  0.1899
H (0.6119, 1.2070, 2.2478)  0.2141

***

(three)
This record from the OMol25 dataset describes one molecule with the formula C7H7N. The level of theory is wB97M-V/def2-TZVPD.

Its SMILES is N#CC1C=CCC=C1. The HOMO energy comes out at -9.79 eV. The HOMO-LUMO gap is 0.390 Ha.

Last column: natural (NBO) charge in e.
Geometry (Å):
N (3.2274, 0.0319, -0.8194)  -0.3260
C (-0.8347, -1.2831, -0.1356)  -0.1277
C (0.3714, -1.3090, 0.4016)  -0.2045
C (-1.5467, -0.0242, -0.5477)  -0.4921
C (2.2751, 0.0861, -0.2018)  0.2935
C (1.0863, -0.0220, 0.6794)  -0.3735
C (0.2375, 1.2733, 0.4973)  -0.1940
C (-0.8807, 1.3345, -0.2125)  -0.1530
H (0.6694, 2.2398, 0.7528)  0.2174
H (1.5131, 0.0444, 1.6368)  0.2506
H (-1.3729, -2.2403, -0.3245)  0.2126
H (-1.4167, 2.3303, -0.5790)  0.2293
H (0.8276, -2.2403, 0.4611)  0.2203
H (-2.4944, -0.1065, -0.0265)  0.2233
H (-1.6618, -0.1149, -1.5820)  0.2239

***

Result of the stability comparison: (three) is the most stable of them.

***

(one)
This record from the OMol25 dataset describes one molecule with the formula C7H7N. The level of theory is wB97M-V/def2-TZVPD.

Its SMILES is C1=Cc2cccn2C1. The HOMO energy comes out at -7.51 eV. The HOMO-LUMO gap is 0.299 Ha.

Last column: natural (NBO) charge in e.
Geometry (Å):
N (0.5394, 0.1978, -0.0117)  -0.3183
C (-0.7938, -0.2642, 0.1379)  0.0206
C (-0.9440, -0.2406, 1.5287)  -0.2515
C (-1.2519, -0.5515, -1.1324)  -0.1994
C (0.2584, 0.3083, 2.1410)  -0.3289
C (1.1481, 0.5613, 1.0852)  -0.0255
C (-0.1992, -0.4569, -2.0228)  -0.2253
C (0.9390, 0.3258, -1.4636)  -0.2479
H (0.7844, 1.4930, -1.6883)  0.2238
H (-0.0213, -0.5371, -3.0222)  0.2064
H (2.0374, 0.0559, -1.6807)  0.2275
H (-1.8903, -0.6680, 2.0762)  0.2234
H (2.3818, 0.5538, 1.1647)  0.2204
H (0.2768, 0.3557, 3.2119)  0.2273
H (-2.2843, -0.7316, -1.6241)  0.2473

***

(two)
This record from the OMol25 dataset describes one molecule with the formula C7H7N. The level of theory is wB97M-V/def2-TZVPD.

Its SMILES is C1=C[C@@H]2[C@@H]3C=C[C@H]1N23. The HOMO energy comes out at -8.68 eV. The HOMO-LUMO gap is 0.357 Ha.

Last column: natural (NBO) charge in e.
Geometry (Å):
N (0.0537, -0.6880, 1.1356)  -0.3307
C (-1.6125, 0.0325, -0.4576)  -0.2392
C (-0.9218, -1.0824, 0.1254)  -0.1227
C (1.5101, 0.7790, 0.0741)  -0.1841
C (-0.9819, 1.1129, -0.1842)  -0.1685
C (0.4499, -1.3098, -0.0598)  -0.1317
C (1.4395, -0.4025, -0.6579)  -0.1951
C (0.1664, 0.8493, 0.8662)  -0.1479
H (0.7548, -2.3234, 0.1099)  0.2100
H (2.2499, -0.7589, -1.1227)  0.2028
H (0.2395, 1.6246, 1.5954)  0.2186
H (2.1321, 1.6618, -0.4854)  0.2249
H (-1.5603, -1.8380, 0.3910)  0.2099
H (-2.7190, 0.2109, -0.8076)  0.2408
H (-1.2002, 2.1320, -0.5224)  0.2129

***

Result of the stability comparison: (one) is the most stable of them.